{"formula": "C32H34F3N2Si", "method": "ωB97M-V with the def2-TZVPD basis set", "charge": 1, "lumo_ev": -4.5, "multiplicity": 1, "total_energy_ha": -1938.15283, "elements": ["C", "N", "C", "C", "C", "C", "C", "C", "C", "F", "F", "F", "C", "C", "H", "H", "H", "H", "H", "H", "H", "H", "H", "H", "H", "C", "C", "C", "C", "Si", "C", "C", "C", "C", "C", "C", "C", "C", "C", "C", "C", "C", "C", "C", "C", "C", "N", "C", "C", "H", "H", "H", "H", "H", "H", "H", "H", "H", "H", "H", "H", "H", "H", "H", "H", "H", "H", "H", "H", "H", "H", "H"], "xyz": [[-2.0842, 0.3077, -3.8977], [-0.6870, 0.6743, -3.7051], [-0.0212, 1.3088, -4.8384], [-0.0344, 0.2326, -2.6399], [1.3961, -0.0018, -2.7060], [2.2898, 1.0455, -3.0524], [3.4979, 0.7494, -3.6674], [3.8811, -0.5842, -3.8082], [5.1227, -0.8734, -4.6044], [5.4207, -2.2013, -4.6658], [4.9938, -0.4276, -5.8980], [6.2179, -0.2367, -4.0777], [3.1312, -1.6115, -3.2425], [1.9139, -1.3177, -2.6382], [-2.5382, 1.0281, -4.5835], [-2.1760, -0.7004, -4.3368], [-2.5875, 0.3142, -2.9222], [-0.7966, 1.5789, -5.5586], [0.5091, 2.2230, -4.5428], [0.6917, 0.6400, -5.3421], [-0.6339, -0.2478, -1.8581], [1.9863, 2.0908, -2.9334], [4.1220, 1.5391, -4.0902], [3.4887, -2.6358, -3.2868], [1.3017, -2.1101, -2.2039], [-3.4177, -3.4291, 0.5549], [-2.5774, -3.6148, 1.6562], [-1.6263, -2.6412, 1.9722], [-1.5928, -1.4238, 1.2771], [-0.6008, -0.0462, 2.0128], [-1.1050, -0.0797, 3.8197], [-0.1697, -0.3065, 4.8396], [-0.5969, -0.5984, 6.1402], [-1.9606, -0.6565, 6.4344], [-2.8968, -0.3739, 5.4353], [-2.4743, -0.0741, 4.1345], [1.2629, -0.0653, 2.0022], [2.0011, -0.9687, 1.2320], [3.3972, -0.8596, 1.1828], [4.0613, 0.1381, 1.9096], [3.3265, 1.0186, 2.7101], [1.9318, 0.9143, 2.7596], [-1.0058, 1.5153, 1.0733], [-2.3713, 2.1359, 1.3905], [-2.6422, 3.0613, 0.1846], [-1.5553, 2.7294, -0.8536], [-0.9259, 1.4775, -0.3923], [-2.4062, -1.2551, 0.1475], [-3.2922, -2.2752, -0.2343], [-4.1713, -4.1810, 0.3175], [-2.6592, -4.4980, 2.2884], [-0.9355, -2.8020, 2.7977], [0.8972, -0.2884, 4.6121], [0.1469, -0.7884, 6.9123], [-2.2943, -0.9192, 7.4379], [-3.9631, -0.3957, 5.6550], [-3.2139, 0.1192, 3.3507], [1.4782, -1.7561, 0.6821], [3.9675, -1.5574, 0.5685], [5.1493, 0.2272, 1.8554], [3.8291, 1.7856, 3.3015], [1.3631, 1.5827, 3.4157], [-0.2263, 2.2022, 1.4589], [-3.1373, 1.3466, 1.4633], [-2.3312, 2.6726, 2.3435], [-3.6442, 2.9290, -0.2319], [-2.5142, 4.1049, 0.4809], [-1.9198, 2.6473, -1.8867], [-0.7951, 3.5393, -0.8341], [0.0332, 1.4010, -0.7236], [-2.3316, -0.3243, -0.4184], [-3.8970, -2.1533, -1.1354]], "forces_ev_per_a": [[-0.8, 0.1, 0.3], [1.4, -0.7, 1.7], [0.2, 0.5, -0.8], [-1.4, -1.3, -1.7], [2.1, 1.0, 0.2], [-0.4, -0.3, -0.5], [0.0, 0.0, 0.2], [-0.2, 0.0, 0.0], [1.4, -0.2, -0.7], [-0.4, 1.2, 0.1], [0.0, -0.4, 1.3], [-1.1, -0.6, -0.5], [0.2, 0.2, 0.1], [-1.0, 0.4, -0.2], [-0.1, -0.2, 0.3], [0.3, 0.4, 0.1], [0.0, 0.0, -0.3], [0.2, 0.0, 0.1], [-0.3, -0.4, -0.1], [-0.2, 0.0, 0.3], [0.0, 0.1, -0.4], [0.1, -0.4, -0.1], [-0.1, -0.2, 0.3], [-0.1, 0.2, 0.0], [0.1, 0.1, -0.3], [0.1, 0.3, -0.1], [0.2, 0.2, -0.1], [-0.6, -0.1, -0.2], [0.4, -0.6, -0.4], [0.1, 0.0, 0.5], [-0.1, 0.4, 0.0], [-0.4, -0.2, 0.2], [-0.1, 0.1, -0.2], [0.1, 0.1, -0.2], [0.1, 0.1, -0.3], [0.1, -0.3, 0.5], [0.1, -0.3, -0.1], [0.5, 0.4, 0.2], [0.0, 0.1, 0.0], [-0.3, -0.1, -0.1], [-0.3, -0.1, 0.0], [0.5, -0.1, -0.3], [0.4, 0.7, 0.8], [-0.1, -0.4, -0.4], [0.0, 0.2, -0.1], [0.8, 0.5, 0.1], [-0.5, 0.0, -0.3], [-0.2, -0.6, 0.0], [0.1, 0.0, 0.3], [0.2, 0.2, 0.0], [0.0, 0.1, -0.3], [-0.2, 0.0, 0.0], [-0.3, -0.1, 0.2], [-0.2, 0.0, -0.1], [0.1, 0.1, -0.2], [0.2, 0.0, 0.0], [0.2, -0.1, 0.3], [0.2, 0.2, 0.1], [-0.1, 0.2, 0.2], [-0.4, -0.1, 0.0], [-0.1, -0.2, -0.2], [0.2, -0.1, -0.3], [-0.2, 0.2, -0.1], [0.1, 0.4, 0.0], [-0.1, -0.1, -0.2], [0.1, 0.1, 0.2], [-0.3, -0.1, -0.1], [-0.1, 0.0, 0.2], [-0.4, -0.2, -0.1], [0.0, 0.3, 0.6], [-0.2, -0.3, 0.2], [0.0, -0.1, 0.3]]}



{"formula": "C32H34IrN3O3P2", "method": "ωB97M-V with the def2-TZVPD basis set", "charge": 2, "lumo_ev": -6.2, "multiplicity": 1, "total_energy_ha": -2416.48197, "elements": ["Ir", "N", "C", "O", "C", "C", "H", "H", "H", "H", "H", "H", "O", "P", "C", "P", "O", "C", "C", "C", "C", "C", "C", "C", "C", "C", "C", "C", "C", "C", "C", "C", "C", "C", "C", "C", "C", "C", "C", "C", "C", "H", "H", "H", "H", "H", "H", "H", "H", "H", "H", "H", "H", "H", "H", "H", "H", "H", "H", "H", "H", "H", "H", "C", "C", "N", "C", "C", "N", "H", "H", "H", "H", "H", "H"], "xyz": [[0.6689, -2.3908, -0.2071], [4.3453, -2.8370, 1.6279], [3.2887, -2.8578, 0.8344], [2.1949, -2.3785, 1.2338], [3.3691, -3.4350, -0.5440], [1.9400, -3.7539, -0.9715], [4.2717, -2.4639, 2.5616], [5.2136, -3.2609, 1.3467], [4.0385, -4.2979, -0.5659], [3.8044, -2.6678, -1.1908], [1.6158, -4.6899, -0.4783], [1.8572, -3.9138, -2.0456], [1.4990, -0.6440, -0.6963], [1.2259, 0.8602, -0.5221], [-0.5431, 1.2240, -0.6951], [-1.5424, 0.3056, 0.5218], [-1.0185, -1.1071, 0.5213], [-3.2338, 0.3346, -0.0562], [-4.2981, 0.7245, 0.7524], [-5.5968, 0.6538, 0.2664], [-5.8344, 0.1952, -1.0197], [-4.7761, -0.2090, -1.8271], [-3.4805, -0.1450, -1.3470], [-1.4220, 1.1595, 2.0787], [-1.8895, 2.4701, 2.2017], [-1.7853, 3.1243, 3.4162], [-1.2100, 2.4756, 4.5038], [-0.7379, 1.1773, 4.3801], [-0.8445, 0.5126, 3.1664], [2.0757, 1.6823, -1.8518], [3.0013, 2.6962, -1.6159], [3.6298, 3.3125, -2.6886], [3.3371, 2.9188, -3.9851], [2.4181, 1.9021, -4.2230], [1.7875, 1.2828, -3.1603], [1.7418, 1.5353, 1.0445], [2.5289, 0.7895, 1.9151], [2.9315, 1.3394, 3.1233], [2.5541, 2.6298, 3.4597], [1.7705, 3.3799, 2.5901], [1.3643, 2.8378, 1.3844], [-0.8431, 0.9079, -1.6983], [-0.7039, 2.3018, -0.6281], [-4.1227, 1.0747, 1.7608], [-6.4221, 0.9589, 0.8950], [-6.8471, 0.1515, -1.3976], [-4.9655, -0.5638, -2.8317], [-2.6604, -0.4752, -1.9778], [-2.3447, 2.9768, 1.3572], [-2.1555, 4.1354, 3.5198], [-1.1350, 2.9868, 5.4545], [-0.2939, 0.6784, 5.2310], [-0.4818, -0.5025, 3.0600], [3.2403, 3.0002, -0.6056], [4.3504, 4.0985, -2.5093], [3.8285, 3.4030, -4.8183], [2.1981, 1.5962, -5.2367], [1.0802, 0.4821, -3.3458], [2.8020, -0.2215, 1.6545], [3.5392, 0.7600, 3.8056], [2.8715, 3.0575, 4.4015], [1.4790, 4.3879, 2.8524], [0.7610, 3.4377, 0.7130], [-2.5924, -3.6896, -0.1656], [-1.9635, -3.2798, -1.4472], [-0.7350, -2.8034, -1.6310], [-0.5583, -2.6105, -2.9923], [-1.6917, -2.9741, -3.6327], [-2.5566, -3.3932, -2.6463], [-2.1059, -3.1801, 0.6619], [-2.5105, -4.7688, -0.0262], [-3.6492, -3.4243, -0.1563], [0.3671, -2.2363, -3.3925], [-1.9555, -2.9829, -4.6748], [-3.4836, -3.7604, -2.7916]], "forces_ev_per_a": [[-0.1, -0.6, 0.1], [0.0, 0.0, 0.0], [0.0, 0.0, -0.1], [-0.2, 0.2, 0.1], [0.0, -0.1, 0.1], [0.1, 0.2, 0.0], [0.0, 0.0, 0.0], [0.0, 0.0, 0.0], [0.0, 0.0, 0.0], [0.0, 0.0, 0.0], [-0.1, 0.0, 0.0], [0.1, 0.0, 0.0], [0.0, -0.1, -0.4], [-0.1, 0.0, -0.1], [0.0, 0.0, 0.0], [0.0, -0.1, -0.3], [0.2, 0.0, 0.7], [0.0, 0.0, 0.0], [0.0, 0.0, 0.0], [0.0, 0.0, 0.0], [0.0, 0.0, 0.0], [0.0, 0.0, 0.0], [0.0, 0.0, 0.0], [0.0, 0.0, 0.0], [0.0, 0.0, 0.0], [0.0, 0.0, 0.0], [0.0, 0.0, 0.0], [0.0, 0.0, 0.0], [0.0, 0.0, 0.0], [0.0, 0.0, 0.0], [0.0, 0.0, 0.0], [0.0, 0.0, 0.0], [0.0, 0.0, 0.0], [0.0, 0.0, 0.0], [0.0, 0.0, 0.0], [0.0, 0.0, 0.0], [0.0, 0.0, 0.0], [0.0, 0.0, 0.0], [0.0, 0.0, 0.0], [0.0, 0.0, 0.0], [0.0, 0.0, 0.0], [0.0, 0.0, 0.0], [0.0, 0.0, 0.0], [0.0, 0.0, 0.0], [0.0, 0.0, 0.0], [0.0, 0.0, 0.0], [0.0, 0.0, 0.0], [0.0, 0.0, 0.0], [0.0, 0.0, 0.0], [0.0, 0.0, 0.0], [0.0, 0.0, 0.0], [0.0, 0.0, 0.0], [0.0, 0.0, 0.0], [0.0, 0.0, 0.0], [0.0, 0.0, 0.0], [0.0, 0.0, 0.0], [0.0, 0.0, 0.0], [0.0, 0.0, 0.0], [0.0, 0.0, 0.0], [0.0, 0.0, 0.0], [0.0, 0.0, 0.0], [0.0, 0.0, 0.0], [0.0, 0.0, 0.0], [0.0, 0.0, 0.0], [0.1, 0.0, 0.1], [0.1, 0.5, -0.2], [0.0, 0.0, 0.1], [-0.1, 0.0, 0.0], [0.0, 0.0, -0.1], [0.0, 0.0, 0.0], [0.0, 0.0, 0.0], [0.0, 0.0, 0.0], [0.0, 0.0, 0.0], [0.0, 0.0, 0.0], [0.0, 0.0, 0.0]]}



What HOMO level values result from the calculations? In sequence: -11.0001; -14.2050 eV.
What energy relative to the best compared isomer or geometry (same formula, charge and spin) values result from the calculations? In sequence: 0.350; 1.071 eV.